Entry 1:
Below is the molecule C7H18INSi in a non-equilibrium geometry, with properties calculated with ωB97M-V with the def2-TZVPD basis set.

ORCA input file:
```
! RIJCOSX wB97M-V def2-TZVPD def2/J DEFGRID3
* xyz 0 1
C 2.338 0.852 0.133
C 1.078 0.376 0.932
C 1.385 -0.371 2.266
N 0.178 -0.420 -0.013
Si 0.863 -1.791 -0.769
I 1.225 -1.366 -3.151
C -1.236 0.188 -0.366
C -0.805 1.439 -1.193
C -2.073 -0.857 -1.239
C -2.059 0.625 0.885
H 3.166 0.206 -0.266
H 1.982 1.557 -0.609
H 2.864 1.558 0.758
H 0.428 1.187 1.205
H 2.024 -1.261 2.207
H 0.540 -0.747 2.664
H 1.720 0.352 2.994
H 1.979 -2.048 0.079
H -0.098 -2.941 -0.830
H -0.152 2.033 -0.691
H -0.299 1.049 -2.148
H -1.744 1.880 -1.612
H -2.083 -1.935 -0.985
H -1.556 -0.971 -2.186
H -2.997 -0.536 -1.527
H -1.992 -0.262 1.495
H -1.490 1.381 1.377
H -3.185 0.824 0.589
*
```

Summary:
Kohn-Sham gap in Eh: 0.33837
HOMO energy in eV: -8.52
Molar mass in g mol⁻¹: 271.2
Energy in Ha: -919.43357
SMILES string: CC(C)N([SiH2]I)C(C)(C)C

---

Entry 2:
Below is a 4-piece molecular cluster, C29H62I2N6O6P overall in a non-equilibrium geometry, with properties calculated with ωB97M-V with the def2-TZVPD basis set.

ORCA input file:
```
! RIJCOSX wB97M-V def2-TZVPD def2/J DEFGRID3
* xyz 1 1
C -2.880 -1.834 -1.106
C -1.671 -1.377 -1.399
N -1.202 -0.194 -0.679
C -1.418 1.117 -1.233
I -2.604 2.473 -0.179
C -0.930 1.485 -2.411
C -1.204 2.815 -3.051
I 0.308 0.239 -3.540
C -0.623 -0.409 0.476
N -0.412 -1.677 0.957
C 0.744 -2.388 0.370
C 2.067 -2.135 1.055
N 3.174 -2.088 0.453
C -0.527 -1.553 2.419
C -0.490 -0.031 2.737
C 0.372 0.471 3.903
C 1.570 -0.389 4.341
C 2.098 0.145 5.692
N 2.963 -0.772 6.419
C -1.940 0.462 3.031
C -1.983 1.968 3.359
C -2.632 -0.352 4.158
C -4.099 -0.613 3.797
N -0.179 0.558 1.368
P 1.340 1.267 1.015
N 1.687 1.196 -0.499
H -3.124 -2.888 -1.115
H -3.674 -1.158 -0.805
H -1.033 -1.796 -2.162
H -0.830 2.817 -4.071
H -2.276 3.000 -3.115
H -0.710 3.617 -2.503
H 0.844 -2.075 -0.669
H 0.522 -3.457 0.350
H 2.107 -2.022 2.137
H 3.067 -2.207 -0.556
H -1.512 -1.948 2.664
H 0.145 -2.226 2.942
H 0.780 1.462 3.693
H -0.242 0.593 4.793
H 1.289 -1.424 4.531
H 2.407 -0.309 3.646
H 1.227 0.305 6.336
H 2.581 1.115 5.575
H 2.507 -1.663 6.552
H 3.848 -0.887 5.943
H -2.563 0.340 2.138
H -1.949 2.108 4.439
H -2.912 2.407 3.004
H -1.142 2.509 2.931
H -2.098 -1.272 4.390
H -2.642 0.272 5.051
H -4.486 0.282 3.304
H -4.198 -1.423 3.074
H -4.717 -0.786 4.673
H 1.258 2.559 1.554
H 2.249 0.576 1.823
H 1.792 2.130 -0.879
C -3.049 -1.473 -8.638
O -1.952 -1.840 -7.819
C -1.975 -1.224 -6.545
C -2.481 -2.172 -5.476
O -3.843 -2.499 -5.678
C -4.038 -3.768 -6.282
H -3.079 -2.154 -9.486
H -3.999 -1.538 -8.103
H -2.914 -0.453 -9.014
H -2.578 -0.311 -6.566
H -0.944 -0.941 -6.309
H -2.411 -1.672 -4.502
H -1.864 -3.076 -5.440
H -3.862 -4.570 -5.558
H -3.382 -3.909 -7.144
H -5.073 -3.818 -6.615
C 8.186 -1.646 10.012
O 7.357 -0.505 9.883
C 6.290 -0.680 8.968
C 4.980 -0.966 9.668
O 5.006 -2.216 10.341
C 5.228 -2.103 11.735
H 8.811 -1.499 10.891
H 7.600 -2.558 10.142
H 8.834 -1.753 9.135
H 6.521 -1.479 8.255
H 6.190 0.256 8.408
H 4.187 -1.019 8.917
H 4.736 -0.157 10.364
H 4.324 -1.749 12.242
H 6.055 -1.425 11.959
H 5.474 -3.095 12.111
C -1.713 2.116 -8.717
O -1.266 3.423 -8.411
C -0.503 4.013 -9.455
C -1.322 4.986 -10.273
O -2.357 4.331 -10.987
C -3.629 4.451 -10.378
H -2.472 1.850 -7.981
H -2.156 2.060 -9.714
H -0.887 1.399 -8.644
H -0.074 3.242 -10.101
H 0.322 4.556 -8.983
H -0.668 5.459 -11.011
H -1.732 5.772 -9.631
H -4.038 5.455 -10.534
H -3.587 4.242 -9.306
H -4.290 3.727 -10.852
*
```

Summary:
Kohn-Sham gap in Eh: 0.25086
HOMO energy in eV: -10.37
Molar mass in g mol⁻¹: 875.6
Energy in Ha: -2858.38022

---

Entry 3:
Below is a 2-piece molecular cluster, C3H12N3O overall in a non-equilibrium geometry, with properties calculated with ωB97M-V with the def2-TZVPD basis set.

ORCA input file:
```
! RIJCOSX wB97M-V def2-TZVPD def2/J DEFGRID3
* xyz 1 1
C 2.310 0.698 0.849
C 1.003 -0.010 1.147
N 0.062 0.120 0.011
C -0.186 -0.830 -0.869
N -1.230 -0.713 -1.683
N 0.541 -1.960 -0.945
H 2.875 0.155 0.095
H 2.924 0.911 1.725
H 2.141 1.648 0.323
H 1.136 -1.061 1.386
H 0.458 0.500 1.943
H -0.290 1.043 -0.201
H -1.912 -0.003 -1.465
H -1.470 -1.403 -2.379
H 1.486 -1.996 -0.595
H 0.118 -2.875 -0.964
H -3.007 1.968 1.506
H -1.735 2.708 1.645
O -2.159 2.070 1.054
*
```

Summary:
Kohn-Sham gap in Eh: 0.43222
HOMO energy in eV: -14.56
Molar mass in g mol⁻¹: 106.1
Energy in Ha: -360.81492

---

Entry 4:
Below is C22H25BF4NOPb as an isolated structure in a non-equilibrium geometry, with properties calculated with ωB97M-V with the def2-TZVPD basis set.

ORCA input file:
```
! RIJCOSX wB97M-V def2-TZVPD def2/J DEFGRID3
* xyz 1 1
C 2.342 0.105 0.820
C 2.347 -0.614 -0.391
C 2.005 0.276 -1.444
H 2.579 -1.684 -0.503
C 1.780 1.598 -0.872
C 1.971 1.462 0.570
H 1.412 2.490 -1.389
C -1.422 -1.719 1.231
C -0.254 -2.376 0.717
C -0.320 -2.380 -0.689
H 0.561 -2.770 1.311
C -1.534 -1.725 -1.062
C -2.218 -1.252 0.136
H 1.918 0.031 -2.507
H 1.775 2.232 1.319
H 2.508 -0.324 1.811
H -3.080 -0.539 0.174
H 0.411 -2.808 -1.409
H -1.685 -1.539 2.249
Pb -0.492 0.614 -0.249
C -2.005 -1.369 -2.472
C -3.523 -1.598 -2.471
C -1.293 -2.279 -3.481
H -3.696 -2.626 -2.105
H -3.923 -1.469 -3.484
H -4.014 -0.879 -1.787
H -1.486 -3.321 -3.186
H -0.199 -2.097 -3.483
H -1.685 -2.097 -4.491
C -1.678 0.129 -2.837
C -2.217 0.654 -4.173
H -0.573 0.237 -2.875
H -2.080 0.828 -2.063
O -3.134 0.124 -4.822
N -1.592 1.776 -4.654
C -0.430 2.456 -4.074
H -1.953 2.132 -5.526
C 0.894 1.858 -4.553
C 2.083 2.501 -4.148
H 1.999 3.390 -3.515
C 3.326 1.994 -4.551
H 4.238 2.511 -4.230
C 3.388 0.844 -5.363
H 4.357 0.459 -5.682
C 2.197 0.203 -5.761
H 2.230 -0.695 -6.396
C 0.954 0.710 -5.359
H 0.018 0.220 -5.686
H -0.473 2.427 -2.967
H -0.475 3.519 -4.371
F 0.048 0.250 2.094
B 0.043 0.068 3.704
F -1.301 0.414 4.041
F 0.307 -1.298 3.989
F 1.073 0.978 4.093
*
```

Summary:
Kohn-Sham gap (alpha / beta) in Eh: 0.16139 / 0.16413
HOMO energy (alpha / beta) in eV: -12.15 / -12.06
Molar mass in g mol⁻¹: 613.5
Energy in Ha: -1600.27075

---

Q: Look up the energy of the third one.
A: -360.81492 Ha

---

Q: The highest molar mass belongs to which entry?
A: C29H62I2N6O6P

---

Q: Which of these has the lowest energy?
A: C29H62I2N6O6P

---

Q: energy of number 3 (C3H12N3O)?
A: -360.81492 Ha